Entry 1:
{"formula": "C5H5FN", "method": "the ωB97M-V functional and the def2-TZVPD basis", "species": ["C", "C", "C", "C", "C", "N", "F", "H", "H", "H", "H", "H"], "coordinates": [[-1.701, -0.734, 0.565], [-1.453, 0.939, -0.970], [-0.700, 0.068, 0.054], [-2.948, -0.086, 0.044], [0.801, 0.069, 0.330], [-2.729, 0.882, -0.825], [-4.104, -0.389, 0.466], [-1.913, -1.410, 1.337], [-1.003, 1.374, -1.810], [1.048, -0.808, 0.961], [1.094, 0.970, 0.919], [1.346, 0.031, -0.542]], "multiplicity": 3, "total_energy_ev": -9461.9570, "charge": 1, "largest_force_ha_per_bohr": 0.0950, "relative_energy_kcal_mol": 0.00, "homo_lumo_gap_ev": [10.35, 7.48]}

=====

Entry 2:
{"formula": "C5H5FNO3S", "method": "the ωB97M-V functional and the def2-TZVPD basis", "species": ["C", "C", "C", "C", "C", "N", "O", "O", "O", "F", "S", "H", "H", "H", "H", "H"], "coordinates": [[1.128, -1.483, 1.678], [1.542, -1.229, 0.336], [0.079, -0.738, 2.194], [1.109, -0.126, -0.348], [-0.405, 0.317, 1.384], [0.055, 0.598, 0.147], [-1.827, -0.010, -2.309], [-2.665, 2.413, -2.294], [-0.486, 1.578, -0.489], [-0.659, 1.509, -3.580], [-1.691, 1.375, -2.366], [1.572, -2.452, 2.194], [2.326, -1.744, -0.206], [-0.316, -1.046, 3.109], [1.471, 0.129, -1.323], [-1.232, 0.908, 1.873]], "total_energy_ev": -26439.3294, "charge": 1, "largest_force_ha_per_bohr": 0.0809, "homo_lumo_gap_ev": [7.54, 7.54]}

=====

Entry 3:
{"formula": "C5H5FO4Sr", "method": "the ωB97M-V functional and the def2-TZVPD basis", "species": ["C", "C", "O", "C", "O", "O", "O", "F", "H", "Sr", "H", "C", "C", "H", "H", "H"], "coordinates": [[-0.887, 0.846, -1.209], [-0.629, 1.183, 0.249], [-1.855, 1.102, 0.894], [-2.778, 0.575, 0.063], [-2.257, 0.368, -1.144], [-3.883, 0.273, 0.405], [-0.127, 0.021, -1.855], [-0.976, 2.035, -1.944], [-0.076, 2.094, 0.481], [1.815, -1.245, -1.856], [0.687, 0.276, 0.904], [2.053, -1.948, 1.043], [1.929, -0.631, 0.853], [1.188, -2.621, 1.020], [3.036, -2.408, 1.200], [2.760, 0.081, 0.896]], "multiplicity": 2, "total_energy_ev": -16999.6465, "charge": 1, "largest_force_ha_per_bohr": 0.0615, "relative_energy_kcal_mol": 19.92, "homo_lumo_gap_ev": [6.75, 8.11]}

=====

Entry 4:
{"formula": "C5H5FeO15", "method": "the ωB97M-V functional and the def2-TZVPD basis", "species": ["Fe", "O", "C", "O", "O", "H", "O", "C", "O", "O", "H", "O", "C", "O", "O", "H", "O", "C", "O", "O", "H", "O", "C", "O", "O", "H"], "coordinates": [[0.566, 0.010, 0.027], [-0.125, 1.023, 3.350], [0.429, -0.107, 3.084], [0.571, -1.000, 3.955], [0.918, -0.157, 1.900], [-0.144, 1.680, 2.625], [-3.089, -0.780, -0.406], [-3.109, -2.413, 0.178], [-4.012, -2.407, 1.014], [-2.385, -3.138, -0.440], [-2.164, -0.711, -0.745], [3.743, 1.635, -1.630], [3.181, 0.928, -0.681], [3.914, 0.211, 0.002], [1.847, 0.970, -0.765], [4.685, 1.486, -1.543], [-1.519, 3.364, -0.377], [-0.851, 2.504, 0.581], [-0.941, 1.318, 0.226], [-0.226, 3.104, 1.515], [-1.943, 2.642, -0.868], [0.625, -2.913, -2.405], [-0.046, -1.602, -2.467], [-0.001, -1.174, -1.170], [-0.485, -1.208, -3.488], [0.560, -3.267, -1.473]], "multiplicity": 6, "total_energy_ev": -70370.8248, "charge": -2, "largest_force_ha_per_bohr": 0.1029, "relative_energy_kcal_mol": 46.95, "homo_lumo_gap_ev": [7.13, 6.51]}

=====

Entry 5:
{"formula": "C5H5I3N2O2", "method": "the ωB97M-V functional and the def2-TZVPD basis", "species": ["C", "C", "C", "C", "C", "N", "N", "O", "O", "I", "I", "I", "H", "H", "H", "H", "H"], "coordinates": [[0.005, 0.934, -1.036], [-0.983, 0.004, 0.753], [-0.992, 1.918, -0.458], [1.713, -1.675, 0.540], [0.640, -1.410, -0.503], [-0.123, -0.198, -0.300], [-1.219, 1.357, 0.762], [0.721, 1.155, -1.966], [-1.294, -0.747, 1.644], [-2.740, 1.682, -1.763], [-0.080, 3.912, -0.397], [-2.385, 2.032, 2.306], [1.282, -1.937, 1.506], [2.153, -2.613, 0.158], [2.346, -0.795, 0.720], [1.136, -1.334, -1.475], [-0.178, -2.286, -0.492]], "total_energy_ev": -36642.8837, "largest_force_ha_per_bohr": 0.0555, "homo_lumo_gap_ev": 8.46}

=====

Entry 6:
{"formula": "C5H5IO2", "method": "the ωB97M-V functional and the def2-TZVPD basis", "species": ["C", "C", "C", "C", "O", "H", "H", "H", "H", "O", "C", "I", "H"], "coordinates": [[0.777, -1.905, 0.146], [1.350, -0.825, 0.503], [1.657, 0.360, 0.916], [1.287, 1.491, 0.143], [1.656, 2.586, 0.464], [1.393, -2.477, -0.606], [-0.233, -2.094, 0.625], [2.281, 0.652, 1.822], [0.523, 1.344, -0.730], [-2.246, 1.421, -0.505], [-2.570, 0.436, -1.004], [-3.099, -1.192, 0.257], [-2.777, 0.203, -2.032]], "smiles": "C=C=CC=O.O=CI", "total_energy_ev": -17458.3444, "largest_force_ha_per_bohr": 0.0561, "relative_energy_kcal_mol": 22.68, "homo_lumo_gap_ev": 9.92}